Density functional theory data (ωB97M-V/def2-TZVPD) for a structure of composition C24H29ClInN2OP.

The spin multiplicity is 1. The HOMO energy comes out at -14.487 eV. The calculation puts the LUMO energy at -7.9 eV. The calculation puts the frontier orbital gap at 6.622 eV. Its total charge is +2.

Each line ends with the Löwdin charge.
CARTESIAN COORDINATES (ANGSTROEM)
In -0.480 0.844 -0.352  0.550
Cl -1.166 1.737 1.733  0.178
P -0.492 -1.620 0.374  1.013
C 0.050 -2.757 -0.942  -0.391
C -0.786 -3.739 -1.498  -0.064
C -0.292 -4.581 -2.497  -0.042
C 1.011 -4.422 -2.981  -0.036
C 1.839 -3.430 -2.438  -0.053
C 1.365 -2.603 -1.425  -0.116
C 0.472 -2.174 1.822  -0.352
C 0.354 -1.413 3.002  -0.090
C 0.975 -1.847 4.172  -0.047
C 1.738 -3.021 4.168  -0.038
C 1.875 -3.764 2.991  -0.045
C 1.233 -3.353 1.824  -0.072
C -2.185 -2.146 0.837  -0.351
C -3.259 -1.249 0.725  -0.110
C -4.548 -1.656 1.065  -0.051
C -4.776 -2.945 1.553  -0.033
C -3.703 -3.832 1.704  -0.033
C -2.410 -3.434 1.352  -0.072
H -0.226 -0.485 2.983  0.055
H 0.857 -1.269 5.092  0.122
H 2.234 -3.351 5.082  0.122
H 2.474 -4.672 2.978  0.120
H 1.322 -3.949 0.915  0.110
H -1.811 -3.849 -1.142  0.107
H -0.935 -5.362 -2.903  0.122
H 1.378 -5.063 -3.782  0.123
H 2.857 -3.305 -2.808  0.120
H 2.011 -1.829 -0.997  0.113
H -3.071 -0.229 0.375  0.049
H -5.381 -0.959 0.955  0.122
H -5.787 -3.267 1.809  0.125
H -3.866 -4.834 2.097  0.124
H -1.577 -4.131 1.473  0.122
H -1.036 0.490 -2.029  0.164
H -1.817 0.459 -1.497  0.144
C -1.376 4.091 -0.886  -0.034
N 0.024 4.512 -0.903  -0.059
C 0.252 5.924 -1.135  -0.140
C 1.649 6.296 -0.719  -0.142
C 2.635 5.433 -1.453  -0.130
N 2.292 4.046 -1.197  -0.066
C 3.291 3.027 -1.432  -0.010
C 1.028 3.619 -1.011  -0.387
O 0.872 2.338 -0.963  -0.128
H -1.987 5.003 -0.884  0.112
H -1.603 3.533 0.032  0.010
H -1.644 3.488 -1.767  0.096
H 0.103 6.152 -2.206  0.151
H -0.500 6.474 -0.560  0.139
H 1.769 6.179 0.362  0.137
H 1.823 7.348 -0.962  0.138
H 3.658 5.595 -1.105  0.138
H 2.596 5.649 -2.536  0.149
H 3.098 2.477 -2.367  0.108
H 4.268 3.520 -1.494  0.107
H 3.311 2.304 -0.607  0.101

Density functional theory data (ωB97M-V/def2-TZVPD) for a structure of composition C24H29CoN4Si.

The spin multiplicity is 1. The HOMO energy (spin up / spin down) comes out at -14.781 / -14.781 eV. The calculation puts the LUMO energy (spin up / spin down) at -7.6 / -7.6 eV. The calculation puts the frontier orbital gap (spin up / spin down) at 7.139 / 7.131 eV. Its total charge is +2.

Each line ends with the Löwdin charge.
CARTESIAN COORDINATES (ANGSTROEM)
Co 0.320 0.485 -0.649  0.598
C 2.825 1.849 -0.052  -0.130
C 3.478 0.497 0.119  -0.082
C 2.634 -0.520 0.827  -0.208
C 3.197 -1.308 1.814  0.019
C 2.500 -2.384 2.333  0.003
C 1.250 -2.672 1.820  -0.004
C 0.714 -1.837 0.864  -0.064
N 1.370 -0.750 0.395  0.074
N 1.778 1.810 -1.108  -0.206
C 2.360 1.488 -2.440  -0.067
C 1.923 0.119 -2.880  -0.215
C 2.525 -0.572 -3.913  0.022
C 1.992 -1.787 -4.313  0.006
C 0.857 -2.277 -3.681  -0.001
C 0.308 -1.548 -2.651  -0.055
N 0.838 -0.374 -2.255  0.025
C 1.046 3.100 -1.109  -0.071
C 0.174 3.117 0.113  -0.230
C -0.349 4.264 0.668  0.027
C -1.152 4.151 1.793  0.009
C -1.381 2.898 2.342  0.001
C -0.840 1.791 1.727  -0.060
N -0.083 1.897 0.619  0.019
H 3.571 2.605 -0.312  0.147
H 2.355 2.159 0.878  0.136
H 4.415 0.626 0.658  0.138
H 3.750 0.072 -0.851  0.130
H 4.200 -1.086 2.151  0.133
H 2.941 -3.004 3.103  0.133
H 0.678 -3.525 2.159  0.128
H -0.265 -2.015 0.459  0.081
H 3.446 1.581 -2.432  0.144
H 1.998 2.213 -3.170  0.147
H 3.398 -0.157 -4.400  0.137
H 2.454 -2.345 -5.117  0.133
H 0.401 -3.210 -3.981  0.129
H -0.579 -1.871 -2.123  0.116
H 0.426 3.168 -2.007  0.150
H 1.743 3.941 -1.131  0.153
H -0.125 5.228 0.231  0.137
H -1.585 5.034 2.243  0.133
H -1.986 2.773 3.230  0.128
H -1.001 0.793 2.103  0.120
C -4.878 -2.327 -0.170  -0.175
Si -3.782 -1.540 1.080  0.420
C -4.642 -0.202 2.030  -0.177
C -3.039 -2.808 2.218  -0.183
C -2.298 -0.761 0.246  -0.138
C -1.325 -0.255 -0.285  -0.168
H -5.732 -2.770 0.349  0.048
H -4.366 -3.122 -0.715  0.039
H -5.265 -1.610 -0.896  0.044
H -5.674 -0.498 2.236  0.044
H -4.674 0.734 1.469  0.035
H -4.161 -0.015 2.993  0.034
H -3.817 -3.238 2.854  0.047
H -2.275 -2.383 2.874  0.029
H -2.592 -3.626 1.646  0.035

For each record above, in turn, the calculated relative energy (zero: lowest compared OMol25 entry of this formula, charge and spin) values are 0.000; 0.000 eV.